Entry from the Open Molecules 2025 dataset: a 13-piece molecular cluster, C48H125N3O16 overall in a non-equilibrium geometry (ωB97M-V with the def2-TZVPD basis set).

Structure (XYZ):
```
192
Properties=species:S:1:pos:R:3:forces:R:3
C -1.166777 0.761266 -3.975500 0.3 0.9 0.6
O -0.446213 0.958403 -5.170379 -0.2 -0.3 0.0
C -1.274455 1.298280 -6.265281 0.0 0.3 0.5
C -0.423685 1.927376 -7.337821 0.7 -0.5 -0.2
N -1.247176 2.180791 -8.501944 0.2 0.0 -0.5
C -0.464840 2.553176 -9.702149 -0.9 -0.2 0.9
C 0.265191 3.846554 -9.491393 0.2 0.6 -0.8
O 0.975212 4.102483 -10.697112 -0.2 -0.2 0.3
C 1.903036 5.135513 -10.541165 0.5 0.0 0.1
H -1.862808 -0.088191 -3.941667 0.2 0.0 -0.4
H -1.722791 1.682240 -3.722171 -0.1 -0.2 -0.2
H -0.427543 0.667188 -3.174942 0.0 -0.3 -0.1
H -2.019695 2.048326 -5.959480 -0.1 -0.2 0.0
H -1.799959 0.404512 -6.629434 0.0 0.1 -0.1
H 0.431602 1.268523 -7.580251 -0.1 -0.1 0.1
H 0.054067 2.831376 -6.962002 -0.4 0.2 0.1
H -1.689632 1.291851 -8.722766 -0.2 0.2 0.0
H -1.205612 2.710829 -10.485161 0.2 -0.1 -0.3
H 0.234178 1.756917 -9.985714 0.1 0.1 -0.1
H 0.960862 3.836200 -8.646415 0.0 -0.2 0.0
H -0.423837 4.688327 -9.355500 -0.2 -0.2 0.4
H 1.478457 6.079421 -10.174427 -0.3 -0.1 -0.2
H 2.347410 5.273925 -11.522177 0.2 0.2 0.0
H 2.675799 4.851190 -9.811402 0.1 0.0 -0.2
C -0.772195 3.121166 -0.688487 0.5 -0.2 -0.4
O -0.897919 4.478637 -1.031305 0.1 -0.3 -0.6
C -0.558928 5.391953 -0.039536 -0.5 0.5 1.1
C -1.041157 6.757082 -0.483880 0.4 -0.9 -0.1
N -2.482843 6.814566 -0.417743 0.0 -0.1 -0.1
C -3.006990 7.972028 -1.085485 0.0 0.9 -0.5
C -4.474506 7.791025 -1.321459 0.1 0.3 1.1
O -4.634041 6.700986 -2.169719 0.0 -0.3 -0.5
C -5.961587 6.540420 -2.578993 -0.3 0.0 -0.4
H -1.212993 2.894097 0.286018 0.0 -0.1 0.0
H 0.278606 2.780930 -0.708381 -0.1 0.3 0.3
H -1.241279 2.548721 -1.490639 -0.3 0.0 0.2
H 0.507056 5.470683 0.211155 0.2 -0.4 -0.3
H -1.101955 5.114907 0.880828 0.2 0.1 0.1
H -0.650723 6.858567 -1.513022 -0.1 0.4 0.1
H -0.576888 7.494482 0.172024 -0.1 0.3 -0.1
H -2.869061 6.019873 -0.926156 0.3 -0.1 0.2
H -2.518588 8.154264 -2.057524 0.0 -0.1 0.0
H -2.870150 8.893233 -0.512763 0.1 -0.1 0.3
H -4.931233 8.709609 -1.702255 0.0 0.0 -0.3
H -4.906492 7.577330 -0.331058 -0.3 0.0 -0.1
H -6.321623 7.448859 -3.081716 -0.1 0.0 0.2
H -6.615745 6.300794 -1.735562 -0.1 0.0 0.0
H -5.995511 5.743389 -3.317738 0.0 -0.2 0.1
C -8.699142 -1.654587 0.847809 0.1 -0.3 0.4
O -7.672655 -0.753066 1.190883 -0.7 0.3 -0.7
C -6.475747 -1.366190 1.558872 0.2 -0.1 1.4
C -5.565777 -0.247099 2.048718 1.1 -0.5 -0.8
N -5.206441 0.724299 0.996797 -0.8 0.1 0.2
C -4.193213 0.208834 0.078532 -0.3 -0.8 0.8
C -3.972379 1.055806 -1.143818 -0.1 -1.1 0.7
O -5.135958 0.963648 -1.943477 0.3 0.9 0.0
C -4.956297 1.756775 -3.089146 -0.1 0.1 -0.9
H -9.579636 -1.104430 0.526406 0.1 0.2 -0.1
H -8.998140 -2.238553 1.734154 0.1 -0.1 -0.2
H -8.371876 -2.337016 0.054168 -0.1 0.0 0.0
H -6.014332 -1.984940 0.785107 -0.1 0.2 -0.4
H -6.658645 -2.037718 2.416492 0.0 0.0 -0.1
H -4.625709 -0.717512 2.368721 -0.1 0.1 0.2
H -6.020494 0.234631 2.911127 -0.1 0.2 -0.1
H -6.084912 0.894880 0.503429 0.4 0.2 -0.2
H -4.444381 -0.815897 -0.241774 0.1 0.1 -0.2
H -3.263910 0.099702 0.657924 0.0 0.2 -0.3
H -3.142360 0.574629 -1.682134 0.2 0.4 -0.1
H -3.713085 2.069367 -0.820195 -0.2 0.2 -0.4
H -5.823110 1.674565 -3.746535 -0.1 -0.2 0.2
H -4.085033 1.420936 -3.669836 0.0 0.0 0.1
H -4.813391 2.827196 -2.889511 0.0 -0.1 0.4
C 0.668809 -6.448194 4.873971 -0.5 0.1 -0.3
C 1.126426 -5.031269 5.248729 0.5 -1.5 0.1
C 0.119224 -3.954147 4.955759 -0.4 0.4 0.2
O 1.475611 -5.041420 6.668868 0.0 0.5 -0.9
H 1.517746 -7.130800 4.923040 -0.1 -0.1 0.2
H 0.301665 -6.481996 3.841013 0.1 0.1 0.1
H -0.142538 -6.822219 5.501120 0.1 0.1 0.2
H 2.029094 -4.948444 4.623900 0.0 0.8 0.4
H 0.513984 -2.947933 5.117028 0.2 -0.1 0.0
H -0.746356 -4.039677 5.621184 0.1 -0.2 -0.1
H -0.252174 -3.997227 3.928775 0.1 -0.1 0.0
H 2.416924 -5.237871 6.724983 -0.1 0.0 0.1
C 2.994403 3.725376 1.474537 0.1 -0.4 -1.2
C 2.188139 2.917686 2.472401 -0.3 0.8 0.3
C 2.797411 3.026661 3.859456 -0.5 0.5 0.4
O 0.817882 3.416955 2.499146 0.6 -0.1 0.0
H 3.194262 4.764583 1.743649 -0.1 -0.1 0.3
H 2.474808 3.739195 0.509431 -0.2 0.1 0.1
H 3.944375 3.239782 1.224854 0.0 0.1 0.4
H 2.132793 1.885185 2.119633 -0.2 0.0 0.2
H 2.196523 2.598318 4.666515 0.0 -0.6 -0.4
H 2.790173 4.085878 4.162441 0.5 -0.1 -0.4
H 3.805596 2.618534 3.859369 0.1 0.1 0.2
H 0.861274 4.363346 2.693370 -0.1 -0.2 0.0
C 0.147303 -0.164732 -0.472757 0.2 -0.1 -0.1
C 0.294335 -1.383505 0.443031 -0.3 0.5 -0.1
C 1.543821 -1.394633 1.314127 -0.2 0.9 0.2
O -0.891387 -1.465883 1.246633 0.2 0.0 0.3
H -0.868745 -0.135478 -0.874649 0.1 -0.2 -0.1
H 0.860229 -0.235368 -1.298477 -0.1 0.1 0.0
H 0.275587 0.792649 0.038696 0.2 -0.3 0.2
H 0.331137 -2.267393 -0.203843 -0.4 -0.1 0.2
H 1.642209 -0.411175 1.796515 -0.1 -0.1 0.1
H 2.449513 -1.513032 0.717962 -0.6 -0.3 0.7
H 1.443663 -2.144359 2.096962 0.2 -0.2 -0.1
H -0.900173 -0.679130 1.829401 0.2 -0.2 -0.5
C 2.552480 -5.289000 1.719543 1.2 -0.4 0.4
C 3.046044 -6.614331 1.124458 -1.4 -0.1 -0.5
C 2.898682 -7.775237 2.086916 0.5 0.2 0.3
O 2.160245 -6.926903 0.027156 0.7 0.7 -0.3
H 3.145666 -5.076056 2.618616 -0.1 0.2 -0.1
H 1.500901 -5.334139 1.990776 -0.1 0.0 -0.2
H 2.752071 -4.496646 0.997060 -0.2 0.2 0.0
H 4.083199 -6.516223 0.775436 -0.1 0.0 0.0
H 3.229173 -8.723095 1.664121 -0.1 0.1 -0.3
H 1.849239 -7.846393 2.366477 0.0 -0.1 0.1
H 3.528823 -7.608944 2.968480 -0.2 0.0 0.1
H 2.099450 -6.126821 -0.551237 -0.1 -0.8 0.3
C 6.964937 -1.678566 1.466382 0.4 -0.3 0.0
C 6.203556 -1.157752 2.654439 -0.4 -0.2 0.1
C 5.154957 -0.136911 2.231326 0.4 0.8 0.7
O 5.571057 -2.293424 3.247756 0.0 0.1 0.6
H 7.707564 -2.408326 1.793950 -0.2 -0.2 0.0
H 7.537056 -0.901362 0.958138 -0.3 0.2 -0.1
H 6.249101 -2.155078 0.798294 0.2 -0.1 -0.3
H 6.918454 -0.693572 3.345558 -0.2 0.0 0.1
H 4.860844 0.453720 3.100298 -0.1 0.0 0.2
H 4.237204 -0.589269 1.865864 0.2 -0.2 -0.3
H 5.597971 0.589129 1.534959 -0.3 -0.3 -0.1
H 5.267953 -2.099415 4.161995 0.2 0.2 -0.7
C 3.449039 1.092679 -1.082300 0.7 0.3 0.6
C 3.932354 -0.143801 -1.805404 -0.5 0.1 -0.6
C 3.611089 -1.425366 -1.083582 0.7 -0.4 -0.6
O 3.300230 -0.250168 -3.093225 -0.2 -0.2 0.1
H 3.730544 1.983025 -1.651376 -0.1 0.1 0.1
H 3.970104 1.147678 -0.117749 0.0 0.1 -0.1
H 2.384128 1.123941 -0.851387 0.0 -0.2 -0.3
H 5.010987 -0.081428 -1.991848 0.0 0.1 0.3
H 4.076594 -1.474380 -0.100117 0.0 0.1 -0.1
H 3.999892 -2.269783 -1.662781 0.2 0.5 0.3
H 2.535883 -1.585628 -1.018017 0.3 0.5 -0.1
H 3.237201 0.619035 -3.499037 0.1 0.1 0.0
C -2.808495 -3.476009 -1.043979 0.1 -0.2 -0.8
C -2.764511 -4.248674 0.258337 0.2 0.6 0.7
C -1.457718 -5.007471 0.433234 0.1 -0.4 -0.8
O -2.953991 -3.387739 1.390397 -0.1 0.4 -0.3
H -2.025952 -2.716224 -1.149740 0.1 -0.1 0.3
H -3.762774 -2.982357 -1.226465 -0.1 0.0 0.3
H -2.669815 -4.193048 -1.865223 0.0 0.2 0.0
H -3.619680 -4.929314 0.251603 0.1 -0.1 0.2
H -0.635638 -4.316478 0.626153 0.0 0.1 0.0
H -1.203158 -5.550968 -0.488232 0.0 0.1 0.2
H -1.489222 -5.745123 1.231994 -0.1 0.1 0.2
H -2.313292 -2.643069 1.312204 -0.3 -0.6 0.0
C 3.325249 -3.979531 -3.092767 0.3 0.4 0.0
C 2.075715 -3.732491 -2.251698 -0.8 -1.4 -0.6
C 0.993457 -2.947875 -2.973362 -0.3 0.9 -0.4
O 1.514076 -5.055097 -1.933985 0.4 0.8 0.3
H 4.028570 -4.589485 -2.524974 0.0 -0.1 0.0
H 3.852823 -3.056841 -3.365041 -0.3 -0.1 -0.1
H 3.088120 -4.498897 -4.024332 -0.1 0.0 0.1
H 2.339230 -3.252729 -1.306925 -0.4 -0.9 -0.2
H -0.022221 -3.116193 -2.609424 0.2 -0.5 0.3
H 0.994795 -3.178505 -4.045168 0.0 0.0 0.1
H 1.095520 -1.858111 -2.892984 0.5 -0.2 -0.1
H 1.265955 -5.488077 -2.758199 0.1 0.1 0.0
C -1.606177 1.045496 4.676661 -0.3 0.0 0.7
C -1.956672 1.071336 3.197055 1.3 0.5 0.0
C -2.857896 2.227046 2.825521 -1.2 -0.4 0.0
O -0.724198 1.142501 2.397266 -0.8 0.1 0.6
H -1.153741 0.112016 5.024753 0.2 0.0 -0.4
H -2.502844 1.136355 5.305445 0.0 0.2 -0.3
H -0.942945 1.873394 4.944951 0.0 0.0 -0.1
H -2.437026 0.117326 2.957472 0.0 0.1 -0.3
H -2.977347 2.307529 1.745638 0.1 0.0 0.0
H -2.620345 3.214446 3.226318 0.5 -0.2 0.2
H -3.863814 1.969600 3.181891 0.1 0.3 0.0
H -0.403379 2.070365 2.467679 0.0 -0.6 0.0
C 3.574466 -0.427747 7.841740 -0.3 0.5 0.1
C 3.411254 -1.137515 6.504330 -0.3 -0.2 1.1
C 2.617505 -0.285386 5.542455 0.2 -0.5 -0.3
O 4.708729 -1.435111 5.942219 -0.4 0.1 0.0
H 2.602864 -0.235136 8.308124 0.0 -0.1 -0.2
H 4.020437 0.559743 7.676816 0.2 -0.2 0.2
H 4.130979 -0.999898 8.587616 0.2 0.0 -0.2
H 2.865436 -2.065854 6.724192 0.2 -0.1 -0.4
H 3.244522 0.562701 5.278758 -0.1 0.2 -0.2
H 1.672297 0.056687 5.962613 0.1 0.0 0.2
H 2.355869 -0.870724 4.658692 0.2 0.2 -0.2
H 5.309335 -1.580655 6.680595 0.0 -0.1 -0.1
```
Forces are in eV/Å.

Results
ΔE to the lowest compared entry with this formula, charge and spin   0.00 kcal/mol

Mulliken population analysis, charges in e, atoms 1 to 5:
1. C -0.394
2. O -0.308
3. C -0.577
4. C -0.483
5. N -0.309

---

Entry from the Open Molecules 2025 dataset: one molecule with the formula C5H9F in a non-equilibrium geometry (ωB97M-V with the def2-TZVPD basis set).

Structure (XYZ):
```
15
Properties=species:S:1:pos:R:3:forces:R:3
C -0.980292 0.237172 0.436989 2.4 -0.9 1.0
C 0.228276 1.252906 0.331031 -2.0 1.9 0.0
C 1.429823 0.505276 -0.261096 -0.3 -0.4 -0.7
C 0.929105 -0.961177 -0.402892 -0.2 -1.1 0.0
C -0.122985 -1.062495 0.752236 0.3 1.3 -0.2
H -1.764376 0.478584 1.226507 0.7 -0.2 -1.4
H -0.034155 2.180270 -0.283915 0.1 -1.3 0.7
H 0.346049 1.668065 1.363466 0.4 -0.5 -0.7
H 2.261157 0.582386 0.423975 0.3 -0.2 0.2
H 1.779710 0.928006 -1.225614 -0.4 -0.2 0.6
H 0.369356 -1.160210 -1.368002 0.8 0.5 1.0
H 1.728760 -1.749476 -0.349580 -0.6 0.9 0.1
H 0.365124 -0.910410 1.728930 0.0 0.1 -0.3
H -0.649860 -1.996446 0.851039 -0.5 -0.3 -0.4
F -1.478370 0.016570 -0.833824 -1.1 0.5 0.1
```
Forces are in eV/Å.

Results
ΔE to the lowest compared entry with this formula, charge and spin   0.00 kcal/mol
SMILES   FC1CCCC1

Mulliken population analysis, charges in e, atoms 1 to 5:
1. C 0.108
2. C -0.673
3. C -0.511
4. C -0.533
5. C -0.783

---

Entry from the Open Molecules 2025 dataset: a 3-piece molecular cluster, C34H28O7 overall in a non-equilibrium geometry (ωB97M-V with the def2-TZVPD basis set).

Structure (XYZ):
```
69
Properties=species:S:1:pos:R:3:forces:R:3
C 6.071387 5.686879 -1.510919 -0.5 0.2 -0.7
C 6.302318 6.851107 -2.551992 0.8 0.2 0.5
O 5.396258 7.964172 -2.360856 -0.4 -1.2 -0.6
C 4.160581 7.694821 -3.077500 0.2 0.6 0.4
C 2.949832 8.302223 -2.265746 0.6 -0.2 0.1
C 1.791672 7.278153 -1.941366 -1.0 2.2 0.5
O 2.249583 5.943315 -1.653928 0.0 -0.5 -2.1
C 1.997516 5.062032 -2.689511 -2.0 -1.0 -1.1
O 0.928508 4.926840 -3.294903 2.7 1.0 1.7
H 6.628740 5.910887 -0.560669 -0.7 -0.4 -0.9
H 6.385051 4.700662 -1.955714 -0.1 1.0 0.6
H 4.963601 5.613093 -1.315787 1.1 0.0 0.0
H 6.236265 6.512259 -3.624616 0.2 0.2 1.0
H 7.328003 7.269152 -2.360693 -0.9 -0.4 -0.4
H 4.113532 6.584126 -3.217860 -0.4 1.0 0.0
H 4.220040 8.206727 -4.080301 0.0 -0.7 0.8
H 3.320199 8.732677 -1.291648 0.0 -0.6 -1.1
H 2.588072 9.195578 -2.854072 -0.1 -1.1 0.7
H 1.278275 7.645290 -1.005369 0.5 -0.5 -1.0
H 1.022936 7.343306 -2.752810 0.7 -0.7 0.6
H 2.840090 4.366596 -2.976147 -0.4 0.8 0.9
C 1.538713 -3.880964 -4.125919 0.0 0.1 0.1
C 1.223515 -4.574690 -2.960487 0.0 0.1 0.1
C 0.797280 -3.884689 -1.833955 0.1 -0.2 -0.1
C 0.695862 -2.495447 -1.865390 0.1 -0.2 -0.2
C 1.034626 -1.798762 -3.025433 0.0 -0.3 0.0
C 1.445608 -2.496135 -4.159445 0.0 -0.2 -0.1
C 0.978502 -0.317323 -3.057851 0.2 0.4 -0.6
O 1.270854 0.290191 -4.070688 0.0 -0.1 0.2
C 0.568327 0.410870 -1.833078 0.0 0.3 0.1
C 0.568299 1.806723 -1.836084 -0.2 0.2 0.4
C 0.168190 2.495868 -0.691320 0.1 -0.3 -0.2
C -0.227931 1.789122 0.443038 0.0 0.1 -0.1
C -0.219118 0.403328 0.445609 0.0 0.2 0.2
C 0.186134 -0.289592 -0.689165 0.0 0.2 0.0
C 0.223569 -1.770044 -0.663852 -0.2 -0.3 0.5
O -0.122896 -2.382464 0.331802 0.1 0.2 -0.4
H 1.862732 -4.421461 -5.007677 0.0 0.0 0.0
H 1.308535 -5.654716 -2.931890 0.0 0.1 0.0
H 0.548029 -4.428866 -0.930655 0.0 0.2 0.0
H 1.696996 -1.960153 -5.066703 0.0 0.1 0.1
H 0.871656 2.362210 -2.715542 -0.1 -0.2 0.0
H 0.165177 3.579993 -0.689416 0.0 -0.1 0.0
H -0.544774 2.325585 1.329861 0.0 0.0 0.0
H -0.526338 -0.136411 1.333623 0.1 -0.1 -0.1
C -7.512868 -6.003324 4.942588 0.1 0.0 0.0
C -7.834515 -5.135651 3.902074 0.2 0.0 0.0
C -6.827070 -4.496350 3.192522 -0.2 -0.1 0.1
C -5.492639 -4.713429 3.528929 -0.2 -0.1 0.2
C -5.171451 -5.564274 4.587137 -0.3 0.0 -0.1
C -6.184991 -6.217485 5.285764 -0.2 0.0 0.0
C -3.758237 -5.767393 4.988640 0.2 -0.5 0.6
O -3.478082 -6.512838 5.909545 -0.1 0.1 -0.1
C -2.695525 -5.040773 4.255019 0.2 0.1 -0.1
C -1.367979 -5.175808 4.655680 0.2 0.0 0.0
C -0.363454 -4.509020 3.965976 -0.3 0.0 0.0
C -0.678826 -3.712029 2.867726 0.0 -0.1 0.2
C -2.000442 -3.570322 2.468627 0.1 0.0 0.0
C -3.013188 -4.226259 3.166501 0.3 0.0 0.1
C -4.423908 -4.039394 2.752967 -0.1 0.5 -0.6
O -4.702826 -3.340254 1.796121 0.0 -0.1 0.2
H -8.300010 -6.508865 5.489958 0.1 0.0 0.0
H -8.872183 -4.959753 3.643255 0.1 0.0 0.0
H -7.081572 -3.826052 2.380281 0.2 0.0 0.0
H -5.939527 -6.889230 6.099492 0.1 0.1 -0.1
H -1.116221 -5.796922 5.507103 -0.2 0.0 -0.1
H 0.668146 -4.611600 4.282749 -0.1 0.0 0.0
H 0.104059 -3.199295 2.327315 -0.1 0.0 0.0
H -2.240698 -2.945764 1.617064 -0.1 -0.1 0.1
```
Forces are in eV/Å.

Results
SMILES   O=C1c2ccccc2C(=O)c2ccccc21.O=C1c2ccccc2C(=O)c2ccccc21.CCOCCCOC=O

Mulliken population analysis, charges in e, atoms 1 to 5:
1. C -0.613
2. C -0.434
3. O -0.412
4. C -0.164
5. C -0.473

---

no.,E_LUMO (Eh)
1,0.013
2,0.042
3,-0.040